(1)
{
  "formula": "C34H34CoN4O4PS",
  "method": "wB97M-V/def2-TZVPD",
  "species": ["Co", "C", "C", "C", "C", "C", "O", "C", "N", "C", "C", "C", "C", "C", "C", "P", "C", "C", "C", "C", "C", "C", "C", "C", "C", "C", "C", "C", "H", "H", "H", "H", "H", "H", "H", "H", "H", "H", "H", "H", "H", "H", "H", "H", "H", "H", "H", "H", "H", "H", "H", "H", "C", "N", "C", "C", "N", "H", "H", "H", "H", "H", "H", "O", "C", "N", "S", "O", "O", "C", "C", "C", "C", "C", "C", "H", "H", "H", "H"],
  "coordinates": [[0.210, -0.325, -0.085], [-2.113, -0.919, -1.797], [-2.891, -1.346, -0.562], [-2.617, -2.807, -0.229], [-2.643, -0.386, 0.604], [-3.493, -0.672, 1.851], [-2.539, -0.684, 2.939], [-1.321, -0.572, 2.411], [-1.262, -0.429, 1.140], [-0.210, -0.529, 3.369], [-0.460, -0.979, 4.664], [0.502, -0.850, 5.651], [1.706, -0.232, 5.359], [1.956, 0.223, 4.073], [1.022, 0.054, 3.055], [1.458, 0.704, 1.408], [3.163, 0.169, 1.127], [3.949, 0.884, 0.220], [5.204, 0.420, -0.130], [5.683, -0.766, 0.408], [4.904, -1.484, 1.299], [3.646, -1.022, 1.660], [1.405, 2.489, 1.655], [2.528, 3.282, 1.850], [2.377, 4.643, 2.080], [1.114, 5.209, 2.122], [-0.012, 4.415, 1.936], [0.135, 3.061, 1.701], [-2.378, -1.536, -2.655], [-1.025, -1.059, -1.689], [-2.289, 0.125, -2.058], [-3.962, -1.244, -0.780], [-1.557, -2.970, -0.038], [-2.902, -3.436, -1.072], [-3.174, -3.161, 0.639], [-2.804, 0.639, 0.250], [-3.971, -1.650, 1.826], [-4.235, 0.092, 2.067], [-1.420, -1.419, 4.896], [0.299, -1.210, 6.650], [2.452, -0.098, 6.131], [2.899, 0.710, 3.857], [3.585, 1.808, -0.207], [5.805, 0.984, -0.831], [6.663, -1.130, 0.132], [5.273, -2.409, 1.724], [3.044, -1.600, 2.348], [3.520, 2.850, 1.831], [3.254, 5.259, 2.229], [1.003, 6.270, 2.299], [-0.999, 4.855, 1.965], [-0.745, 2.448, 1.534], [3.012, -4.734, -0.612], [1.666, -4.519, -0.081], [0.796, -5.671, 0.137], [1.209, -3.317, 0.085], [0.799, -2.243, 0.234], [3.602, -5.300, 0.111], [3.472, -3.771, -0.807], [2.946, -5.294, -1.545], [1.270, -6.362, 0.834], [0.611, -6.182, -0.809], [-0.150, -5.336, 0.555], [1.200, 2.354, -1.406], [1.612, 1.364, -1.982], [1.260, 0.089, -1.611], [2.060, -1.069, -2.459], [3.066, -1.716, -1.659], [1.111, -1.932, -3.114], [2.832, 0.064, -3.561], [3.656, -0.208, -4.634], [4.178, 0.885, -5.318], [3.879, 2.187, -4.927], [3.047, 2.436, -3.844], [2.526, 1.348, -3.164], [3.884, -1.221, -4.933], [4.826, 0.723, -6.168], [4.301, 3.014, -5.482], [2.800, 3.443, -3.535]],
  "multiplicity": 2,
  "de_lowest_kj_mol": 0.00,
  "orbital_gap_ha": [0.3097, 0.3227],
  "total_charge": 1,
  "total_energy_ev": -107707.2876
}


(2)
{
  "formula": "C2H22NO9",
  "method": "wB97M-V/def2-TZVPD",
  "species": ["C", "N", "C", "O", "H", "H", "H", "H", "H", "H", "H", "H", "O", "H", "H", "O", "H", "H", "O", "H", "H", "O", "H", "H", "O", "H", "H", "O", "H", "H", "O", "H", "H", "O"],
  "coordinates": [[1.484, -1.131, 1.147], [0.792, -2.365, 1.437], [0.161, -2.849, 0.103], [0.988, -2.687, -0.993], [2.080, -1.174, 0.166], [2.320, -0.880, 1.884], [0.801, -0.216, 1.147], [1.436, -3.039, 1.831], [-0.762, -2.316, 0.118], [-0.015, -3.957, 0.304], [0.333, 1.571, -0.940], [0.540, 0.205, -1.760], [1.029, 1.118, -1.340], [-1.543, 0.596, -2.624], [-1.119, 2.078, -2.862], [-1.880, 1.496, -2.721], [-2.227, 2.953, -0.590], [-2.371, 2.378, 0.761], [-1.908, 3.133, 0.347], [0.959, 2.277, 2.593], [-0.641, 2.444, 2.646], [0.175, 2.245, 3.143], [-0.696, -0.727, 1.948], [-1.233, 0.438, 2.934], [-1.408, -0.025, 2.172], [2.176, 1.176, -0.291], [3.757, 1.133, -0.547], [3.049, 1.469, 0.086], [-1.794, -0.889, -1.576], [-2.355, -0.324, -0.128], [-2.514, -0.827, -0.939], [-0.079, -0.680, -3.343], [0.589, -1.854, -1.717], [-0.126, -0.772, -2.394]],
  "multiplicity": 1,
  "de_lowest_kj_mol": 0.00,
  "orbital_gap_ha": 0.3258,
  "total_charge": -1,
  "total_energy_ev": -22349.6039
}


(3)
{
  "formula": "C4H10N2O2",
  "method": "wB97M-V/def2-TZVPD",
  "species": ["O", "C", "N", "C", "C", "O", "C", "N", "H", "H", "H", "H", "H", "H", "H", "H", "H", "H"],
  "coordinates": [[2.561, -0.296, 0.308], [2.073, 0.922, 0.074], [0.570, 1.048, 0.122], [-0.158, 0.086, -0.707], [-1.632, 0.596, -0.942], [-2.448, 0.563, 0.135], [-0.143, -1.329, -0.126], [-0.705, -1.304, 1.212], [2.428, 1.650, 0.833], [0.234, 0.904, 1.071], [0.366, 0.075, -1.671], [-2.007, -0.033, -1.777], [-1.508, 1.630, -1.347], [-1.581, -0.736, 1.128], [2.343, 1.344, -0.915], [-0.719, -1.984, -0.803], [0.905, -1.648, -0.051], [-0.877, -2.227, 1.565]],
  "multiplicity": 2,
  "de_lowest_kj_mol": 280.02,
  "orbital_gap_ha": [0.2850, 0.1710],
  "total_charge": -1,
  "total_energy_ev": -11382.8923
}


(4)
{
  "formula": "C5H10N3O2",
  "method": "wB97M-V/def2-TZVPD",
  "species": ["C", "C", "C", "C", "C", "N", "N", "N", "O", "O", "H", "H", "H", "H", "H", "H", "H", "H", "H", "H"],
  "coordinates": [[-1.177, 0.691, 0.050], [0.746, 0.152, 1.366], [-0.306, 0.613, -1.182], [0.781, -0.722, -0.982], [-2.579, 0.839, -0.009], [-0.534, 0.605, 1.198], [1.399, -0.427, 0.341], [1.309, 0.212, 2.562], [1.682, -0.433, -1.983], [0.430, -2.032, -0.988], [-0.687, 0.805, -2.190], [0.585, 1.289, -1.020], [-3.153, 0.964, -0.888], [-2.753, 1.771, 0.712], [-2.992, -0.080, 0.437], [2.235, -0.977, 0.406], [0.643, 0.305, 3.308], [2.284, -0.157, 2.782], [2.225, -1.254, -2.169], [-0.137, -2.163, -1.750]],
  "multiplicity": 1,
  "smiles": "CC1=NC(=[NH2+])NC(O)(O)C1",
  "de_lowest_kj_mol": 78.25,
  "orbital_gap_ha": 0.3644,
  "total_charge": 1,
  "total_energy_ev": -13905.3469
}


(5)
{
  "formula": "C5H12O2",
  "method": "wB97M-V/def2-TZVPD",
  "species": ["C", "C", "O", "C", "C", "O", "C", "H", "H", "H", "H", "H", "H", "H", "H", "H", "H", "H", "H"],
  "coordinates": [[-0.690, 2.951, -0.932], [0.147, 2.406, 0.216], [0.594, 1.092, -0.028], [0.011, 0.039, 0.698], [0.513, -1.207, -0.017], [0.016, -2.368, 0.592], [0.462, -3.515, -0.084], [-1.487, 2.238, -1.157], [-0.069, 3.007, -1.833], [-1.125, 3.934, -0.674], [-0.405, 2.478, 1.160], [1.063, 2.991, 0.309], [0.330, 0.036, 1.756], [-1.088, 0.091, 0.668], [0.192, -1.161, -1.070], [1.618, -1.214, -0.011], [1.561, -3.600, -0.076], [0.133, -3.526, -1.136], [0.040, -4.380, 0.427]],
  "multiplicity": 1,
  "smiles": "CCOCCOC",
  "de_lowest_kj_mol": 166.54,
  "orbital_gap_ha": 0.3971,
  "total_energy_ev": -9473.4097
}


(6)
{
  "formula": "C18H45ClN3O6",
  "method": "wB97M-V/def2-TZVPD",
  "species": ["Cl", "C", "O", "C", "C", "N", "C", "C", "O", "C", "H", "H", "H", "H", "H", "H", "H", "H", "H", "H", "H", "H", "H", "H", "H", "C", "O", "C", "C", "N", "C", "C", "O", "C", "H", "H", "H", "H", "H", "H", "H", "H", "H", "H", "H", "H", "H", "H", "H", "C", "O", "C", "C", "N", "C", "C", "O", "C", "H", "H", "H", "H", "H", "H", "H", "H", "H", "H", "H", "H", "H", "H", "H"],
  "coordinates": [[0.164, 0.233, 2.709], [-2.539, -3.952, 5.605], [-1.528, -3.261, 4.867], [-0.222, -3.368, 5.470], [0.859, -3.079, 4.438], [0.633, -3.773, 3.142], [1.735, -3.333, 2.270], [1.498, -3.801, 0.865], [0.150, -3.549, 0.477], [-0.197, -4.214, -0.742], [-2.239, -4.937, 5.961], [-3.363, -4.120, 4.911], [-2.969, -3.528, 6.513], [-0.018, -4.363, 5.865], [-0.040, -2.612, 6.234], [1.820, -3.391, 4.848], [0.996, -2.008, 4.291], [0.814, -4.742, 3.361], [2.661, -3.834, 2.553], [1.975, -2.270, 2.226], [1.652, -4.876, 0.773], [2.203, -3.434, 0.119], [-0.133, -5.298, -0.647], [0.462, -3.928, -1.562], [-1.196, -3.974, -1.107], [-0.429, 2.756, -0.101], [-1.397, 3.535, -0.800], [-2.461, 2.772, -1.327], [-3.316, 3.734, -2.155], [-3.844, 4.791, -1.264], [-4.353, 5.938, -2.116], [-5.174, 6.887, -1.265], [-5.424, 8.163, -1.871], [-6.360, 8.986, -1.229], [-0.886, 2.183, 0.706], [0.358, 3.386, 0.313], [0.064, 2.016, -0.730], [-3.132, 2.352, -0.578], [-2.159, 1.973, -2.005], [-4.130, 3.154, -2.589], [-2.736, 4.194, -2.956], [-3.089, 5.145, -0.693], [-5.088, 5.581, -2.838], [-3.569, 6.520, -2.600], [-4.769, 6.977, -0.257], [-6.153, 6.418, -1.165], [-5.951, 9.202, -0.242], [-7.326, 8.546, -0.984], [-6.645, 9.895, -1.758], [3.590, 1.353, 1.595], [3.964, 0.645, 0.434], [2.827, -0.094, -0.089], [3.177, -0.627, -1.490], [2.230, -1.582, -1.951], [2.472, -2.265, -3.282], [3.957, -2.823, -3.380], [3.966, -3.797, -4.409], [5.192, -4.495, -4.423], [4.522, 1.707, 2.037], [3.078, 0.691, 2.294], [3.004, 2.257, 1.433], [1.937, 0.530, -0.172], [2.633, -0.903, 0.616], [4.169, -1.070, -1.404], [3.347, 0.159, -2.227], [1.257, -1.339, -1.835], [2.200, -1.611, -4.110], [1.714, -3.048, -3.308], [4.273, -3.300, -2.452], [4.654, -1.999, -3.536], [5.182, -5.311, -3.700], [6.042, -3.863, -4.166], [5.402, -4.905, -5.410]],
  "multiplicity": 2,
  "orbital_gap_ha": [0.3411, 0.1677],
  "total_energy_ev": -48665.9993
}


(7)
{
  "formula": "C39H56BaCl2N2O6Si3",
  "method": "wB97M-V/def2-TZVPD",
  "species": ["Ba", "C", "Si", "C", "C", "C", "Si", "C", "C", "C", "Si", "C", "C", "C", "C", "C", "C", "C", "N", "H", "H", "H", "H", "H", "H", "H", "H", "H", "H", "H", "H", "H", "H", "H", "H", "H", "H", "H", "H", "H", "H", "H", "H", "H", "H", "H", "H", "Cl", "C", "C", "C", "C", "O", "C", "C", "O", "C", "H", "H", "H", "H", "O", "Cl", "O", "O", "O", "C", "C", "C", "C", "C", "C", "C", "C", "N", "C", "C", "C", "C", "C", "C", "C", "C", "C", "C", "H", "H", "H", "H", "H", "H", "H", "H", "H", "H", "H", "H", "H", "H", "H", "H", "H", "H", "H", "H", "H", "H", "H", "H"],
  "coordinates": [[-0.663, 0.066, 0.252], [3.794, -4.968, 0.868], [2.296, -3.773, 0.673], [1.087, -4.783, -0.402], [1.558, -3.775, 2.435], [2.721, -2.128, 0.005], [2.943, -1.983, -1.808], [3.898, -0.442, -2.374], [3.978, -3.422, -2.565], [1.324, -2.008, -2.810], [3.716, -1.075, 1.095], [5.600, -1.492, 1.137], [3.241, -1.036, 2.940], [3.649, 0.799, 0.707], [4.794, 1.587, 0.564], [4.687, 2.957, 0.396], [3.422, 3.523, 0.380], [2.328, 2.684, 0.536], [2.430, 1.366, 0.694], [3.490, -5.983, 1.145], [4.462, -4.593, 1.650], [4.373, -5.025, -0.058], [0.699, -5.646, 0.148], [1.572, -5.154, -1.309], [0.238, -4.164, -0.703], [0.690, -4.436, 2.516], [1.228, -2.772, 2.710], [2.291, -4.102, 3.177], [4.784, -0.276, -1.757], [3.263, 0.440, -2.291], [4.225, -0.530, -3.414], [4.957, -3.479, -2.079], [4.140, -3.286, -3.639], [3.482, -4.387, -2.416], [0.847, -1.024, -2.761], [0.624, -2.744, -2.409], [1.497, -2.245, -3.864], [5.720, -2.576, 1.196], [6.120, -1.048, 1.993], [6.102, -1.167, 0.220], [3.410, -2.003, 3.420], [2.180, -0.789, 3.043], [3.822, -0.279, 3.474], [5.768, 1.114, 0.588], [5.573, 3.573, 0.287], [3.283, 4.589, 0.254], [1.323, 3.088, 0.533], [-3.151, -4.580, 5.819], [-2.372, -3.363, 4.830], [-2.019, -2.130, 5.398], [-1.404, -1.176, 4.636], [-1.110, -1.372, 3.246], [-0.550, -0.468, 2.560], [-1.494, -2.650, 2.704], [-1.253, -2.980, 1.330], [-0.792, -2.251, 0.455], [-2.113, -3.617, 3.513], [-2.241, -1.934, 6.440], [-1.128, -0.222, 5.067], [-1.523, -4.020, 1.059], [-2.395, -4.568, 3.075], [0.811, 1.429, -1.974], [-0.489, 2.019, -1.849], [-1.474, 1.034, -2.185], [-0.607, 3.148, -2.719], [-0.672, 2.436, -0.487], [-2.201, 4.127, 3.036], [-3.044, 3.562, 1.920], [-3.945, 4.389, 1.237], [-4.726, 3.843, 0.227], [-5.654, 4.726, -0.573], [-4.635, 2.496, -0.094], [-3.710, 1.623, 0.542], [-2.948, 2.233, 1.584], [-3.463, 0.322, 0.292], [-4.425, -0.521, -0.398], [-4.562, -0.269, -1.919], [-5.534, -1.269, -2.555], [-6.912, -1.137, -1.898], [-6.797, -1.436, -0.400], [-6.273, -2.858, -0.197], [-4.903, -2.983, -0.867], [-5.025, -2.698, -2.365], [-3.942, -1.972, -0.240], [-5.829, -0.440, 0.247], [-2.832, 4.462, 3.863], [-1.623, 4.986, 2.686], [-1.503, 3.381, 3.416], [-4.023, 5.443, 1.486], [-5.844, 5.670, -0.058], [-6.610, 4.228, -0.750], [-5.212, 4.955, -1.545], [-5.252, 2.143, -0.909], [-2.254, 1.593, 2.121], [-3.573, -0.335, -2.377], [-4.928, 0.741, -2.104], [-5.627, -1.056, -3.627], [-7.623, -1.828, -2.368], [-7.297, -0.120, -2.041], [-7.787, -1.341, 0.065], [-6.975, -3.592, -0.612], [-6.172, -3.056, 0.875], [-4.521, -4.001, -0.722], [-5.711, -3.411, -2.838], [-4.045, -2.808, -2.841], [-2.961, -2.055, -0.714], [-3.818, -2.177, 0.828], [-5.729, -0.650, 1.317], [-6.225, 0.572, 0.148]],
  "multiplicity": 1,
  "de_lowest_kj_mol": 16.76,
  "orbital_gap_ha": 0.2001,
  "total_charge": -2,
  "total_energy_ev": -105989.5629
}


(8)
{
  "formula": "C24H26N4S2SiY",
  "method": "wB97M-V/def2-TZVPD",
  "species": ["C", "C", "C", "H", "C", "C", "H", "H", "H", "H", "Y", "C", "H", "H", "H", "Si", "C", "C", "H", "C", "H", "C", "H", "C", "H", "C", "H", "C", "C", "H", "C", "H", "C", "H", "C", "H", "C", "H", "H", "H", "N", "C", "N", "C", "C", "S", "C", "C", "S", "C", "N", "N", "H", "H", "H", "H", "H", "H"],
  "coordinates": [[-2.467, -0.117, 0.019], [-1.778, -1.343, -0.244], [-1.776, -2.111, 0.953], [-1.387, -1.657, -1.208], [-2.472, -1.374, 1.958], [-2.905, -0.150, 1.375], [-3.577, 0.581, 1.838], [-2.727, 0.648, -0.719], [-1.388, -3.128, 1.054], [-2.717, -1.721, 2.960], [-0.442, -0.085, 1.419], [3.489, -0.327, -0.344], [3.332, -0.540, 0.716], [4.226, 0.481, -0.414], [3.913, -1.199, -0.860], [1.882, 0.178, -1.240], [1.611, 0.817, -2.954], [0.336, 0.541, -3.479], [-0.178, -0.389, -3.215], [-0.267, 1.452, -4.349], [-1.280, 1.255, -4.709], [0.445, 2.583, -4.763], [-0.042, 3.311, -5.415], [1.780, 2.755, -4.374], [2.350, 3.605, -4.758], [2.392, 1.841, -3.505], [3.453, 1.918, -3.261], [1.542, -1.758, -1.600], [1.313, -2.339, -2.849], [1.416, -1.769, -3.781], [0.912, -3.687, -2.939], [0.680, -4.113, -3.920], [0.790, -4.461, -1.776], [0.461, -5.502, -1.842], [1.074, -3.898, -0.530], [0.974, -4.474, 0.389], [1.500, -2.569, -0.456], [1.809, -2.186, 0.526], [0.419, -0.025, -0.606], [1.512, 1.550, -0.710], [0.115, -1.904, 4.494], [-0.246, -0.622, 4.696], [-0.460, 0.244, 3.706], [-0.859, 1.510, 4.188], [-0.919, 1.571, 5.570], [-0.473, 0.052, 6.302], [-1.234, 2.489, 3.204], [-1.881, 3.700, 3.365], [-2.315, 4.408, 1.838], [-1.569, 3.048, 1.026], [-1.049, 2.136, 1.848], [-1.589, 2.921, -0.325], [0.265, -2.484, 5.308], [0.210, -2.289, 3.558], [-1.218, 2.457, 6.122], [-2.124, 4.129, 4.332], [-1.976, 3.705, -0.838], [-0.885, 2.338, -0.783]],
  "multiplicity": 1,
  "de_lowest_kj_mol": 0.00,
  "orbital_gap_ha": 0.2332,
  "total_charge": 1,
  "total_energy_ev": -61855.3799
}